{"formula": "C20H12FeN2O8Se", "method": "ωB97M-V with the def2-TZVPD basis set", "species": ["Se", "Fe", "O", "O", "O", "O", "O", "O", "O", "O", "N", "N", "C", "C", "C", "C", "C", "C", "C", "C", "C", "C", "C", "C", "C", "C", "C", "C", "C", "C", "C", "C", "H", "H", "H", "H", "H", "H", "H", "H", "H", "H", "H", "H"], "xyz": [[-0.0898, -0.7114, 2.7358], [-0.0599, -0.3332, 0.3739], [1.0890, 1.1783, 0.4405], [-1.6969, -1.3601, 0.1630], [0.4200, -0.7006, -1.6614], [5.1989, -4.1104, -4.1106], [5.5036, -3.9762, -1.8231], [1.1551, 3.4063, 0.7449], [1.3986, -1.5055, 0.1056], [-3.9488, -1.2390, 0.1987], [4.2259, -2.4788, 3.3500], [-1.3586, 1.0283, 0.5575], [3.4570, -2.6814, -1.3648], [-3.5953, 1.6438, 0.9144], [-0.9284, 2.2593, 0.7882], [4.0073, -1.1630, 3.3167], [4.1681, -3.4070, -3.5456], [4.3448, -3.3280, -2.1788], [-2.6375, 0.6978, 0.6040], [-1.8178, 3.2642, 1.1073], [2.3507, -2.0925, -1.9958], [2.1765, -2.1633, -3.3692], [3.0968, -2.8326, -4.1813], [2.7618, -0.5870, 3.1160], [-3.1695, 2.9407, 1.1765], [1.6596, -1.4136, 2.9370], [3.1617, -3.2607, 3.1635], [6.0264, -4.5354, -3.0231], [1.3358, -1.3918, -1.1686], [1.8762, -2.7854, 2.9508], [0.5702, 2.3437, 0.6588], [-2.8289, -0.7677, 0.2976], [-3.8932, 3.7037, 1.4356], [-4.6334, 1.3453, 0.9473], [2.9768, -2.8945, -5.2539], [-1.4397, 4.2592, 1.2945], [7.0420, -4.1725, -3.1813], [4.8779, -0.5300, 3.4572], [3.3452, -4.3308, 3.1807], [2.6480, 0.4884, 3.0898], [6.0048, -5.6253, -2.9601], [1.3066, -1.6856, -3.7991], [1.0530, -3.4690, 2.7933], [3.5817, -2.6121, -0.2926]], "nbo_charge": [-0.11, 1.15, -0.69, -0.69, -0.66, -0.49, -0.49, -0.63, -0.66, -0.64, -0.45, -0.39, -0.25, -0.21, 0.12, 0.02, 0.22, 0.28, 0.12, -0.21, -0.09, -0.18, -0.27, -0.27, -0.17, -0.14, 0.02, 0.24, 0.75, -0.27, 0.75, 0.75, 0.21, 0.24, 0.22, 0.24, 0.16, 0.18, 0.18, 0.23, 0.15, 0.24, 0.23, 0.26], "multiplicity": 2, "s2": 0.82, "total_charge": -1, "gap_ev": [7.6, 7.6], "de_lowest_kcal_mol": 0.0}

{"formula": "C20H14Br2IN3PdS", "method": "ωB97M-V with the def2-TZVPD basis set", "species": ["I", "Pd", "Br", "Br", "S", "N", "N", "N", "C", "C", "C", "C", "C", "C", "C", "C", "C", "C", "C", "C", "C", "C", "C", "C", "C", "C", "C", "C", "H", "H", "H", "H", "H", "H", "H", "H", "H", "H", "H", "H", "H", "H"], "xyz": [[-1.5277, -3.8783, -1.3503], [-0.6775, -1.0169, -0.7637], [1.0458, -0.8650, 5.8694], [6.3405, -0.7523, 0.0217], [-4.6681, 1.3160, -1.3694], [-0.6729, 1.3827, -1.0507], [-0.0660, -0.6427, 1.3615], [1.7271, -0.6645, -0.6212], [-5.0840, -0.3440, -1.3326], [0.1765, 3.6076, -1.1026], [2.2257, -0.6590, 0.6279], [3.9273, -0.7722, -1.5312], [1.2306, -0.6586, 1.7221], [-2.1793, 3.2501, -1.1633], [-1.9338, 1.8669, -1.1222], [4.4629, -0.7380, -0.2446], [-2.9905, 0.9037, -1.1513], [-2.7863, -0.4912, -1.0314], [0.3437, 2.2261, -1.0355], [-1.1112, 4.1260, -1.1515], [1.5905, -0.6942, 3.0664], [-1.0188, -0.6562, 2.2860], [3.6017, -0.6656, 0.8480], [0.5928, -0.7566, 4.0351], [-4.0003, -1.1763, -1.1473], [2.5518, -0.7084, -1.6627], [-0.7444, -0.7270, 3.6389], [0.4093, -3.0261, -1.3056], [2.0887, -0.6823, -2.6437], [-2.0433, -0.6030, 1.9279], [-3.1999, 3.6059, -1.1819], [1.3360, 1.7978, -0.9866], [-1.2777, 5.1932, -1.1869], [4.5598, -0.8558, -2.3988], [0.8668, -3.0467, -2.2875], [2.6234, -0.6992, 3.3740], [-1.5400, -0.7758, 4.3648], [0.9945, -3.4639, -0.5084], [4.0235, -0.6211, 1.8394], [-4.1183, -2.2450, -1.1090], [1.0357, 4.2573, -1.1220], [-6.1130, -0.6479, -1.4210]], "nbo_charge": [0.52, 0.89, 0.18, 0.19, 0.57, -0.46, -0.52, -0.48, -0.36, -0.23, 0.18, -0.26, 0.16, -0.21, 0.17, -0.01, -0.31, -0.01, 0.06, -0.11, -0.23, 0.08, -0.24, -0.02, -0.33, 0.06, -0.25, -0.44, 0.22, 0.22, 0.24, 0.21, 0.25, 0.27, 0.23, 0.25, 0.26, 0.23, 0.26, 0.24, 0.25, 0.27], "total_charge": 2, "gap_ev": [4.8, 4.8], "de_lowest_kcal_mol": 53.3}

{"formula": "C20H14Br3MnNO8S", "method": "ωB97M-V with the def2-TZVPD basis set", "species": ["Br", "Br", "Br", "Mn", "S", "O", "O", "O", "O", "O", "O", "O", "O", "N", "C", "C", "C", "C", "C", "C", "C", "C", "C", "C", "C", "C", "C", "C", "C", "C", "C", "C", "C", "C", "H", "H", "H", "H", "H", "H", "H", "H", "H", "H", "H", "H", "H", "H"], "xyz": [[3.2646, 0.5877, -3.0669], [-6.8103, 1.3200, 1.0396], [7.1572, 1.0510, 1.0125], [0.4658, -1.1707, 0.8518], [-0.3727, 2.4291, -3.0962], [-2.2143, -2.7461, -1.9550], [-0.8543, -1.8027, -0.4637], [-0.9421, -2.0689, 4.4455], [-0.2811, -2.2530, 2.3171], [-1.2911, 3.2627, -2.2695], [-1.2030, 0.7076, 3.9568], [1.5533, -0.3878, -0.6813], [-0.1731, 0.3321, 2.0058], [2.2675, -0.9121, 1.7803], [3.7129, 0.4332, -1.2312], [-2.9554, -0.0783, 0.3777], [-4.0375, 0.6648, 0.8374], [-5.5279, -0.7460, -0.4448], [-5.3057, 0.3150, 0.4184], [-1.9827, -1.9821, -1.0143], [2.5669, -1.1759, 3.0338], [4.7805, -0.2718, 2.7951], [3.1989, -0.3174, 0.9894], [3.8230, -0.8557, 3.5771], [-0.6615, -1.5905, 3.3561], [4.4920, 0.0102, 1.4408], [5.3839, 0.5726, 0.4937], [5.0043, 0.7572, -0.8091], [-0.7567, 0.7119, -2.7698], [-4.4368, -1.4715, -0.8944], [2.7452, -0.0815, -0.3647], [-1.0608, 2.4913, -4.7668], [-3.1460, -1.1513, -0.4840], [-0.7054, -0.0327, 3.1230], [-1.8350, 0.5646, -2.8456], [-1.9591, 0.1907, 0.7056], [-4.5600, -2.3022, -1.5767], [5.7070, 1.1585, -1.5267], [-2.1169, 2.2282, -4.7075], [-0.9486, 3.5130, -5.1259], [-6.5335, -0.9960, -0.7557], [-3.8792, 1.4904, 1.5170], [-0.5228, 1.8033, -5.4193], [1.8005, -1.6568, 3.6273], [5.7552, -0.0258, 3.1950], [-0.4040, 0.4765, -1.7667], [-0.2172, 0.0856, -3.4786], [4.0156, -1.0804, 4.6177]], "nbo_charge": [0.01, -0.02, -0.02, 1.23, 1.25, -0.71, -0.78, -0.68, -0.77, -1.00, -0.67, -0.71, -0.78, -0.41, -0.20, -0.11, -0.25, -0.28, -0.07, 0.78, 0.04, -0.18, 0.16, -0.23, 0.65, -0.13, -0.13, -0.23, -0.83, -0.17, 0.36, -0.83, -0.16, 0.66, 0.23, 0.25, 0.23, 0.22, 0.22, 0.22, 0.21, 0.23, 0.22, 0.23, 0.21, 0.28, 0.23, 0.21], "multiplicity": 2, "s2": 1.12, "total_charge": -2, "gap_ev": [6.1, 5.3], "de_lowest_kcal_mol": 0.0}

{"formula": "C20H14BrIInN2O3", "method": "ωB97M-V with the def2-TZVPD basis set", "species": ["I", "In", "Br", "O", "O", "O", "N", "N", "C", "C", "C", "C", "C", "C", "C", "C", "C", "C", "C", "C", "C", "C", "C", "C", "C", "C", "C", "C", "H", "H", "H", "H", "H", "H", "H", "H", "H", "H", "H", "H", "H", "H"], "xyz": [[-2.4445, 1.2699, -1.0328], [-0.0207, -0.5469, -0.6981], [-5.5568, 2.3921, -1.9366], [-0.0829, 0.2697, 1.3081], [3.4512, 0.0579, 3.6255], [0.7157, 0.5421, -2.3898], [2.0113, 0.1656, -0.0293], [2.2120, 0.2175, 1.2702], [0.9446, 0.4250, 6.1690], [1.8632, 0.3996, -2.9478], [-6.3795, -0.3072, -1.9074], [4.3875, 0.2482, -4.2429], [-5.2974, 0.5446, -1.7079], [-0.1883, 0.4834, 4.0686], [3.0845, 0.2220, -2.1871], [-3.9209, -1.3667, -1.1757], [1.9635, 0.4589, -4.3669], [-4.0721, 0.0050, -1.3450], [4.3392, 0.1620, -2.8940], [1.0401, 0.3184, 3.3898], [-0.2448, 0.5374, 5.4341], [3.1751, 0.3954, -4.9803], [-5.0041, -2.2054, -1.3786], [2.2313, 0.2205, 4.1457], [2.1571, 0.2709, 5.5430], [3.1162, 0.1324, -0.8004], [-6.2315, -1.6722, -1.7454], [1.0046, 0.2637, 1.9539], [-4.8864, -3.2718, -1.2472], [-2.9648, -1.7788, -0.8831], [0.9119, 0.4640, 7.2497], [-1.1902, 0.6691, 5.9391], [5.2436, 0.0490, -2.3101], [-7.0818, -2.3205, -1.9048], [3.3931, 0.0882, 2.6543], [5.3278, 0.2096, -4.7731], [3.2298, 0.4616, -6.0595], [-1.0889, 0.5681, 3.4765], [4.0670, 0.0761, -0.2765], [3.0775, 0.1883, 6.1027], [1.0424, 0.5794, -4.9203], [-7.3342, 0.1136, -2.1895]], "nbo_charge": [0.37, 1.27, 0.12, -0.72, -0.65, -0.71, -0.36, -0.36, -0.13, 0.42, -0.21, -0.21, -0.12, -0.15, -0.09, -0.22, -0.27, -0.20, -0.16, -0.22, -0.24, -0.12, -0.19, 0.39, -0.28, 0.11, -0.18, 0.59, 0.23, 0.21, 0.23, 0.23, 0.23, 0.24, 0.50, 0.24, 0.23, 0.23, 0.22, 0.24, 0.24, 0.24], "total_charge": 1, "gap_ev": [4.7, 4.7], "de_lowest_kcal_mol": 13.2}

{"formula": "C20H14Cl2F3IrN5O2S3", "method": "ωB97M-V with the def2-TZVPD basis set", "species": ["Ir", "Cl", "Cl", "S", "S", "S", "F", "F", "F", "O", "O", "N", "N", "N", "N", "N", "C", "C", "C", "C", "C", "C", "C", "C", "C", "C", "C", "C", "C", "C", "C", "C", "C", "C", "C", "C", "H", "H", "H", "H", "H", "H", "H", "H", "H", "H", "H", "H", "H", "H"], "xyz": [[0.4947, 1.4921, -1.3437], [-4.6945, 6.5713, -0.8936], [0.5782, 6.0900, -0.0132], [-0.1362, -0.3779, -4.8224], [1.5313, 1.7813, -3.5510], [2.4668, -1.0031, -4.3142], [0.9788, 1.4200, 1.4319], [-0.9564, 2.3114, 1.0307], [-0.7225, 0.1725, 0.9156], [-1.3985, 1.2952, -1.9760], [0.2525, 3.4978, -1.2960], [1.7757, -2.4403, -0.5681], [0.7500, -3.9222, 0.9927], [1.3248, -0.3885, -1.1158], [-1.0396, -4.5505, 2.0042], [-0.4035, -4.6335, 0.9062], [-3.2713, 5.5885, -0.9864], [1.2916, 0.1747, -4.1539], [-2.0545, 6.1260, -0.5329], [0.7939, -1.5784, -0.9200], [-0.3221, -3.7482, 2.8659], [-0.8917, 5.4117, -0.5931], [-0.6187, -1.9511, -1.1587], [2.9675, -1.7523, -0.5329], [1.5947, -3.8181, -0.1608], [0.8395, -3.3297, 2.2191], [1.7670, -2.4769, 2.8232], [-0.8662, 4.0963, -1.1397], [-2.2567, 2.2155, -1.9836], [0.3035, -2.5079, 4.7765], [1.4701, -2.0817, 4.1069], [-0.0985, 1.3500, 0.5966], [-3.3216, 4.3204, -1.4794], [-2.1340, 3.5512, -1.5415], [-0.6066, -3.3413, 4.1720], [2.6836, -0.4819, -0.9001], [-3.2202, 1.8883, -2.3781], [-0.6715, -2.7118, -1.9394], [-2.0410, 7.1261, -0.1213], [-1.0931, -2.3361, -0.2569], [-1.5088, -3.6662, 4.6698], [1.1183, -4.4070, -0.9441], [2.5905, -4.2179, 0.0371], [2.1482, -1.4126, 4.6189], [2.6547, -2.1273, 2.3154], [-4.2574, 3.8955, -1.8148], [0.1258, -2.1603, 5.7846], [3.3449, 0.3548, -1.0422], [3.8970, -2.2359, -0.2937], [-1.1590, -1.0720, -1.4998]], "nbo_charge": [1.10, 0.01, 0.05, 0.09, -0.22, 0.07, -0.36, -0.36, -0.37, -0.52, -0.64, -0.35, -0.23, -0.51, -0.20, -0.02, -0.10, -0.57, -0.16, 0.45, 0.02, -0.11, -0.68, -0.07, -0.03, 0.15, -0.26, 0.44, 0.43, -0.23, -0.18, 0.73, -0.14, -0.29, -0.16, -0.08, 0.18, 0.24, 0.25, 0.25, 0.23, 0.25, 0.22, 0.22, 0.22, 0.23, 0.22, 0.24, 0.23, 0.26], "multiplicity": 2, "s2": 0.76, "gap_ev": [6.7, 6.6], "de_lowest_kcal_mol": 53.1}

What did the third record say?
{"formula": "C20H14Br3MnNO8S", "method": "ωB97M-V with the def2-TZVPD basis set", "species": ["Br", "Br", "Br", "Mn", "S", "O", "O", "O", "O", "O", "O", "O", "O", "N", "C", "C", "C", "C", "C", "C", "C", "C", "C", "C", "C", "C", "C", "C", "C", "C", "C", "C", "C", "C", "H", "H", "H", "H", "H", "H", "H", "H", "H", "H", "H", "H", "H", "H"], "xyz": [[3.2646, 0.5877, -3.0669], [-6.8103, 1.3200, 1.0396], [7.1572, 1.0510, 1.0125], [0.4658, -1.1707, 0.8518], [-0.3727, 2.4291, -3.0962], [-2.2143, -2.7461, -1.9550], [-0.8543, -1.8027, -0.4637], [-0.9421, -2.0689, 4.4455], [-0.2811, -2.2530, 2.3171], [-1.2911, 3.2627, -2.2695], [-1.2030, 0.7076, 3.9568], [1.5533, -0.3878, -0.6813], [-0.1731, 0.3321, 2.0058], [2.2675, -0.9121, 1.7803], [3.7129, 0.4332, -1.2312], [-2.9554, -0.0783, 0.3777], [-4.0375, 0.6648, 0.8374], [-5.5279, -0.7460, -0.4448], [-5.3057, 0.3150, 0.4184], [-1.9827, -1.9821, -1.0143], [2.5669, -1.1759, 3.0338], [4.7805, -0.2718, 2.7951], [3.1989, -0.3174, 0.9894], [3.8230, -0.8557, 3.5771], [-0.6615, -1.5905, 3.3561], [4.4920, 0.0102, 1.4408], [5.3839, 0.5726, 0.4937], [5.0043, 0.7572, -0.8091], [-0.7567, 0.7119, -2.7698], [-4.4368, -1.4715, -0.8944], [2.7452, -0.0815, -0.3647], [-1.0608, 2.4913, -4.7668], [-3.1460, -1.1513, -0.4840], [-0.7054, -0.0327, 3.1230], [-1.8350, 0.5646, -2.8456], [-1.9591, 0.1907, 0.7056], [-4.5600, -2.3022, -1.5767], [5.7070, 1.1585, -1.5267], [-2.1169, 2.2282, -4.7075], [-0.9486, 3.5130, -5.1259], [-6.5335, -0.9960, -0.7557], [-3.8792, 1.4904, 1.5170], [-0.5228, 1.8033, -5.4193], [1.8005, -1.6568, 3.6273], [5.7552, -0.0258, 3.1950], [-0.4040, 0.4765, -1.7667], [-0.2172, 0.0856, -3.4786], [4.0156, -1.0804, 4.6177]], "nbo_charge": [0.01, -0.02, -0.02, 1.23, 1.25, -0.71, -0.78, -0.68, -0.77, -1.00, -0.67, -0.71, -0.78, -0.41, -0.20, -0.11, -0.25, -0.28, -0.07, 0.78, 0.04, -0.18, 0.16, -0.23, 0.65, -0.13, -0.13, -0.23, -0.83, -0.17, 0.36, -0.83, -0.16, 0.66, 0.23, 0.25, 0.23, 0.22, 0.22, 0.22, 0.21, 0.23, 0.22, 0.23, 0.21, 0.28, 0.23, 0.21], "multiplicity": 2, "s2": 1.12, "total_charge": -2, "gap_ev": [6.1, 5.3], "de_lowest_kcal_mol": 0.0}